# C7H12N

A gas-phase ion, C7H12N (charge +1) at a distorted geometry (the ωB97M-V functional and the def2-TZVPD basis, the OMol25 dataset).

The LUMO energy is -3.45 eV. The energy above the lowest of the compared OMol25 structures with the same formula, charge and spin is 83.65 kcal/mol. The net charge is +1. The structure (SMILES) is C=C[C@@]1([NH3+])CC12CC2.

Geometry (Å):
1 C -2.70990 0.77108 0.29676
2 C -1.48276 0.89680 -0.14905
3 C -0.51801 -0.20422 -0.24416
4 N -0.78435 -1.51497 0.35705
5 C 0.45714 -0.37975 -1.48031
6 C 0.91457 0.04531 -0.16897
7 C 1.91422 1.16611 0.18517
8 C 2.18543 -0.23670 0.67971
9 H -3.27458 1.68086 0.26091
10 H -3.42937 0.02777 0.64425
11 H -1.12806 1.70981 -0.57399
12 H -1.66962 -2.07178 0.10972
13 H -0.88990 -1.36233 1.33836
14 H 0.02841 -2.00081 0.25239
15 H 0.70111 -1.44330 -1.68831
16 H 0.46525 0.48965 -2.13522
17 H 1.67274 1.97041 0.92001
18 H 2.49202 1.65689 -0.62117
19 H 2.98090 -0.84791 0.24492
20 H 2.07475 -0.35291 1.77193

---

# C2N2O4S2

2 unconnected molecules or ions with the total composition C2N2O4S2 at a distorted geometry (the ωB97M-V functional and the def2-TZVPD basis, the OMol25 dataset).

The LUMO energy (spin up / spin down) is -4.85 / -5.91 eV. The energy above the lowest of the compared OMol25 structures with the same formula, charge and spin is 104.75 kcal/mol. The net charge is 0.

Geometry (Å):
1 C 1.62701 -0.92959 -0.14296
2 C -1.94229 1.40655 -1.33155
3 N 2.37674 -0.62688 -0.93054
4 N -1.73960 1.39912 -2.46005
5 O 1.28972 -1.18900 2.30311
6 O 0.38145 -2.80712 0.70817
7 O -1.46618 2.82925 0.75412
8 O -0.46591 -0.32149 0.85098
9 S 0.52606 -1.47951 1.19852
10 S -2.21496 1.71686 0.43680

---

# C21H17KN4S

A molecular structure, C21H17KN4S at a distorted geometry (the ωB97M-V functional and the def2-TZVPD basis, the OMol25 dataset).

The LUMO energy is -0.85 eV. The net charge is 0.

Geometry (Å):
1 K 1.42270 1.15466 1.76684
2 C 2.29724 5.69086 -2.04809
3 C 2.81561 5.02206 -0.97326
4 C 2.11057 3.91130 -0.50103
5 C 0.94776 3.51589 -1.17963
6 C 0.44669 4.18569 -2.32810
7 C 1.14233 5.33054 -2.66510
8 N 0.28276 2.39236 -0.55926
9 N -0.77798 2.02817 -1.07823
10 C -1.51985 0.97633 -0.43615
11 C -2.30991 0.08774 -1.12871
12 C -2.92025 -0.97192 -0.44559
13 C -2.66198 -1.04313 0.92415
14 C -1.86983 -0.13105 1.49758
15 N -1.23323 0.86035 0.82878
16 H 3.01118 6.52710 -2.40810
17 H 3.73337 5.33346 -0.50737
18 H 2.43064 3.42962 0.35904
19 H -0.45489 3.81743 -2.82524
20 H 0.85046 5.91303 -3.55575
21 H -2.38517 0.27705 -2.18142
22 H -3.46658 -1.73082 -0.99933
23 H -3.24421 -1.79546 1.51138
24 H -1.62189 -0.12879 2.60560
25 C 1.70428 -0.90960 -1.40305
26 C 0.90112 -1.83271 -0.58854
27 C 0.46761 -3.02922 -1.22190
28 C -0.12405 -3.91537 -0.42925
29 C -0.36631 -3.65324 0.97067
30 C -1.11174 -4.46467 1.83612
31 C -1.26516 -4.11895 3.14279
32 C -0.81722 -2.90461 3.64361
33 C 0.05947 -2.11967 2.86828
34 S 0.76224 -0.74344 3.74068
35 C 0.25258 -2.50093 1.49687
36 N 0.82111 -1.60543 0.68538
37 H 2.52685 -0.33465 -0.88435
38 H 1.18604 -0.23232 -2.07513
39 H 2.30581 -1.50682 -2.13259
40 H 0.45565 -3.17923 -2.32768
41 H -0.55074 -4.72589 -1.00721
42 H -1.32041 -5.49708 1.53595
43 H -1.77090 -4.80168 3.85735
44 H -1.14177 -2.57697 4.61900